(1)
A molecular structure, C4H12N3NaO11S2 in a non-equilibrium geometry, computed with the ωB97M-V functional and the def2-TZVPD basis.

Last column: Mulliken charge in e.
CARTESIAN COORDINATES (ANGSTROEM)
Na1 0.540 -0.447 -0.425  0.886
N1 1.572 -3.616 -0.117  0.995
O1 1.440 -2.693 -0.970  -0.730
O2 0.816 -4.549 -0.041  -0.677
O3 2.486 -3.590 0.736  -0.561
N2 -0.179 -1.975 2.447  1.001
O4 -0.562 -0.952 1.824  -0.723
O5 0.950 -2.134 2.871  -0.514
O6 -0.951 -2.905 2.756  -0.716
N3 3.880 -0.711 1.274  0.884
O7 4.916 -0.190 0.958  -0.746
O8 2.832 -0.348 0.685  -0.530
O9 3.890 -1.478 2.207  -0.583
C1 1.669 4.290 -1.178  -0.996
S1 0.150 3.634 -0.391  0.366
O10 0.506 2.197 -0.248  -0.376
C2 0.376 4.374 1.298  -1.006
H1 2.538 3.795 -0.743  0.325
H2 1.813 5.367 -1.266  0.390
H3 1.520 4.090 -2.239  0.304
H4 1.181 3.930 1.884  0.353
H5 -0.550 4.386 1.872  0.316
H6 0.721 5.407 1.334  0.361
C3 -3.934 -0.698 -2.142  -0.871
S2 -2.426 -1.698 -2.287  0.408
O11 -1.323 -0.722 -1.968  -0.562
C4 -2.752 -2.680 -0.747  -0.888
H7 -3.706 0.294 -2.534  0.317
H8 -4.184 -0.631 -1.083  0.256
H9 -4.820 -1.087 -2.643  0.332
H10 -2.821 -2.087 0.164  0.322
H11 -1.912 -3.322 -0.483  0.261
H12 -3.679 -3.251 -0.803  0.402

highest occupied orbital energy: -0.765 eV
strongest force on any atom: 4.65 eV Å⁻¹
total charge: -2
orbital gap: 4.23 eV



(2)
2 unconnected molecules or ions with the total composition C27H35BN3 in a non-equilibrium geometry, computed with the ωB97M-V functional and the def2-TZVPD basis.

Last column: Mulliken charge in e.
CARTESIAN COORDINATES (ANGSTROEM)
C1 5.636 -3.818 -3.554  -1.003
N1 5.693 -3.199 -2.242  0.036
C2 7.055 -3.130 -1.750  -1.066
C3 4.651 -2.500 -1.704  1.266
C4 4.722 -2.057 -0.358  -1.152
C5 3.947 -0.959 0.029  -0.156
C6 3.016 -0.382 -0.849  0.503
C7 2.260 0.959 -0.626  -0.430
C8 2.297 1.619 0.724  0.508
C9 1.235 2.405 1.327  0.699
C10 -0.101 2.641 1.011  -0.327
C11 -0.840 3.541 1.796  -0.717
C12 -0.268 4.198 2.903  -0.707
C13 1.057 3.940 3.264  -0.911
C14 1.773 3.036 2.484  0.386
N2 3.121 2.678 2.558  0.156
C15 3.989 3.052 3.646  -0.913
C16 3.428 1.830 1.512  -1.060
C17 2.786 -1.012 -2.077  -1.105
C18 3.573 -2.055 -2.521  -0.714
H1 4.663 -3.699 -4.038  0.281
H2 6.437 -3.356 -4.162  0.392
H3 5.854 -4.900 -3.470  0.314
H4 7.327 -2.139 -1.376  0.391
H5 7.257 -3.879 -0.977  0.286
H6 7.694 -3.364 -2.612  0.367
H7 5.422 -2.542 0.340  0.417
H8 4.080 -0.591 1.041  0.508
H9 2.673 1.701 -1.367  0.341
H10 -0.543 2.145 0.141  0.343
H11 -1.884 3.749 1.541  0.392
H12 -0.871 4.914 3.470  0.364
H13 1.516 4.460 4.094  0.240
H14 3.482 3.795 4.271  0.269
H15 4.235 2.161 4.239  0.311
H16 4.928 3.497 3.300  0.331
H17 4.433 1.457 1.352  0.614
H18 1.985 -0.645 -2.707  0.378
H19 3.423 -2.410 -3.535  0.120
C19 -6.406 1.598 0.291  -1.479
C20 -6.432 0.209 -0.375  1.944
C21 -7.741 -0.486 0.032  -2.009
C22 -6.520 0.492 -1.887  -1.614
C23 -5.145 -0.546 -0.066  0.598
C24 -5.013 -1.655 0.786  -0.670
C25 -3.774 -2.255 0.934  -0.252
N3 -2.663 -1.771 0.301  -0.073
B1 -1.373 -2.478 0.450  0.244
H20 1.220 0.823 -0.933  0.064
C26 -2.773 -0.656 -0.478  -0.508
C27 -3.982 -0.032 -0.648  -0.772
H21 -5.666 2.248 -0.189  0.375
H22 -7.391 2.072 0.176  0.416
H23 -6.170 1.541 1.358  0.374
H24 -7.842 -1.489 -0.401  0.437
H25 -7.889 -0.565 1.117  0.419
H26 -8.565 0.129 -0.367  0.461
H27 -6.346 -0.408 -2.482  0.373
H28 -7.524 0.878 -2.103  0.452
H29 -5.799 1.252 -2.201  0.378
H30 -5.874 -2.061 1.330  0.458
H31 -3.652 -3.162 1.530  0.446
H32 -0.944 -2.405 1.545  0.054
H33 -0.990 -2.951 -0.556  0.050
H34 -1.878 -0.324 -1.003  0.563
H35 -4.004 0.862 -1.277  0.313

highest occupied orbital energy: -8.929 eV
strongest force on any atom: 1.97 eV Å⁻¹
relative energy (zero: lowest compared OMol25 entry of this formula, charge and spin): 13.6 kcal/mol
total charge: +1
orbital gap: 4.47 eV



(3)
A gas-phase ion, C6H15NO3P (charge +1) in a non-equilibrium geometry, computed with the ωB97M-V functional and the def2-TZVPD basis.

Last column: Mulliken charge in e.
CARTESIAN COORDINATES (ANGSTROEM)
C1 -2.447 -0.897 1.561  -1.061
C2 -2.189 0.489 1.006  -0.084
O1 -0.928 1.054 1.396  -0.383
C3 0.178 0.467 0.897  0.174
O2 1.248 0.761 1.812  -0.405
C4 2.429 0.411 1.212  -0.452
N1 2.165 0.602 -0.300  -0.073
C5 0.728 1.093 -0.395  -0.341
P1 -0.057 0.652 -2.095  0.194
C6 -0.655 -1.073 -1.869  -0.995
O3 1.315 0.404 -2.974  -0.495
H1 -1.605 -1.579 1.442  0.309
H2 -2.679 -0.842 2.621  0.336
H3 -3.290 -1.340 1.031  0.376
H4 -2.305 0.529 -0.082  0.139
H5 -2.927 1.176 1.412  0.335
H6 0.131 -0.624 0.794  0.242
H7 2.724 -0.633 1.334  0.326
H8 3.209 1.073 1.575  0.347
H9 2.168 -0.325 -0.710  0.356
H10 2.806 1.219 -0.793  0.335
H11 0.709 2.178 -0.364  0.422
H12 -0.487 -1.504 -0.886  0.349
H13 -0.165 -1.721 -2.598  0.421
H14 -1.725 -1.071 -2.066  0.306
H15 1.649 -0.498 -2.963  0.321

highest occupied orbital energy: -13.164 eV
strongest force on any atom: 1.12 eV Å⁻¹
relative energy (zero: lowest compared OMol25 entry of this formula, charge and spin): 40.5 kcal/mol
total charge: +1
orbital gap: 9.61 eV
SMILES string: CCO[C@@H]1OC[NH2+][C@H]1P(C)O



(4)
A molecular structure, C19H8Cl5NO10S2Sn in a non-equilibrium geometry, computed with the ωB97M-V functional and the def2-TZVPD basis.

Last column: Mulliken charge in e.
CARTESIAN COORDINATES (ANGSTROEM)
Sn1 0.978 1.261 -1.753  0.970
O1 0.877 2.857 1.946  -0.483
C1 1.129 1.587 1.647  0.226
O2 1.580 1.254 0.568  -0.532
C2 0.848 0.631 2.761  0.432
C3 1.276 0.883 4.054  -0.579
C4 1.000 -0.087 5.009  -0.444
C5 0.277 -1.207 4.641  -0.427
C6 -0.169 -1.334 3.324  0.206
N1 0.156 -0.437 2.392  0.360
C7 -1.140 -2.457 2.911  0.236
O3 -0.853 -3.604 3.301  -0.751
O4 -2.122 -2.014 2.278  -0.718
H1 0.877 3.347 1.104  0.463
H2 1.812 1.792 4.294  0.441
H3 1.344 0.037 6.030  0.380
H4 0.045 -1.998 5.341  0.461
Cl1 3.840 -1.153 1.362  -0.185
C8 3.862 -2.223 0.036  -0.512
C9 2.708 -2.544 -0.810  0.319
C10 1.499 -1.978 -0.699  0.112
Cl2 0.219 -1.481 -1.450  0.334
C11 3.223 -3.498 -1.797  -0.366
Cl3 2.285 -4.210 -3.031  -0.208
C12 4.536 -3.704 -1.564  0.388
Cl4 5.586 -4.764 -2.413  -0.249
C13 4.941 -2.889 -0.431  0.452
Cl5 6.542 -2.826 0.187  -0.251
O5 -1.379 1.848 0.429  -0.471
S1 -1.481 2.962 -0.501  1.363
O6 -2.068 4.134 0.098  -0.767
O7 -0.119 3.219 -1.090  -0.747
C14 -2.436 2.460 -1.901  0.009
C15 -3.791 2.771 -1.917  -0.624
C16 -4.589 2.411 -2.984  -0.624
C17 -4.016 1.728 -4.056  -0.400
C18 -2.670 1.427 -4.061  -0.505
C19 -1.844 1.786 -2.988  0.580
S2 -1.996 -1.081 -0.030  0.469
O8 -0.056 -1.571 -3.076  -0.694
O9 -3.485 -1.111 -0.257  -0.481
O10 -0.545 1.512 -3.083  -0.689
H5 -4.199 3.299 -1.065  0.398
H6 -5.644 2.654 -2.981  0.357
H7 -4.630 1.422 -4.896  0.333
H8 -2.208 0.892 -4.880  0.420

highest occupied orbital energy (spin up / spin down): -2.003 / -1.898 eV
strongest force on any atom: 3.62 eV Å⁻¹
relative energy (zero: lowest compared OMol25 entry of this formula, charge and spin): 220.0 kcal/mol
total charge: -2
orbital gap (spin up / spin down): 5.89 / 5.78 eV



(5)
A molecular structure, CCuF3MgNO4S3 in a non-equilibrium geometry, computed with the ωB97M-V functional and the def2-TZVPD basis.

Last column: Mulliken spin population.
CARTESIAN COORDINATES (ANGSTROEM)
Mg1 -2.119 -0.117 1.448  -0.003
N1 -0.571 -1.247 1.682  0.000
S1 0.452 -1.576 0.653  0.001
O1 0.190 -1.233 -0.827  0.030
C1 1.916 -0.435 0.880  -0.001
F1 2.930 -1.086 1.436  0.000
F2 1.562 0.574 1.686  0.000
F3 2.319 0.089 -0.272  0.001
Cu1 -0.634 0.303 -1.450  0.450
S2 -1.853 2.585 -2.525  0.213
O2 -0.318 2.028 -2.415  0.265
S3 -2.683 2.319 -0.616  0.009
O3 -2.228 0.737 -0.336  0.032
O4 1.039 -2.941 0.656  0.001

highest occupied orbital energy (spin up / spin down): -9.168 / -8.506 eV
strongest force on any atom: 3.49 eV Å⁻¹
relative energy (zero: lowest compared OMol25 entry of this formula, charge and spin): 14.2 kcal/mol
2S+1: 2
orbital gap (spin up / spin down): 6.62 / 5.69 eV



Repeat the first record exactly.
A molecular structure, C4H12N3NaO11S2 in a non-equilibrium geometry, computed with the ωB97M-V functional and the def2-TZVPD basis.

Last column: Mulliken charge in e.
CARTESIAN COORDINATES (ANGSTROEM)
Na1 0.540 -0.447 -0.425  0.886
N1 1.572 -3.616 -0.117  0.995
O1 1.440 -2.693 -0.970  -0.730
O2 0.816 -4.549 -0.041  -0.677
O3 2.486 -3.590 0.736  -0.561
N2 -0.179 -1.975 2.447  1.001
O4 -0.562 -0.952 1.824  -0.723
O5 0.950 -2.134 2.871  -0.514
O6 -0.951 -2.905 2.756  -0.716
N3 3.880 -0.711 1.274  0.884
O7 4.916 -0.190 0.958  -0.746
O8 2.832 -0.348 0.685  -0.530
O9 3.890 -1.478 2.207  -0.583
C1 1.669 4.290 -1.178  -0.996
S1 0.150 3.634 -0.391  0.366
O10 0.506 2.197 -0.248  -0.376
C2 0.376 4.374 1.298  -1.006
H1 2.538 3.795 -0.743  0.325
H2 1.813 5.367 -1.266  0.390
H3 1.520 4.090 -2.239  0.304
H4 1.181 3.930 1.884  0.353
H5 -0.550 4.386 1.872  0.316
H6 0.721 5.407 1.334  0.361
C3 -3.934 -0.698 -2.142  -0.871
S2 -2.426 -1.698 -2.287  0.408
O11 -1.323 -0.722 -1.968  -0.562
C4 -2.752 -2.680 -0.747  -0.888
H7 -3.706 0.294 -2.534  0.317
H8 -4.184 -0.631 -1.083  0.256
H9 -4.820 -1.087 -2.643  0.332
H10 -2.821 -2.087 0.164  0.322
H11 -1.912 -3.322 -0.483  0.261
H12 -3.679 -3.251 -0.803  0.402

highest occupied orbital energy: -0.765 eV
strongest force on any atom: 4.65 eV Å⁻¹
total charge: -2
orbital gap: 4.23 eV



Question: Which formula does entry 2 have?
Answer: C27H35BN3



Question: The lowest strongest force on any atom belongs to which entry?
Answer: C6H15NO3P



Question: What is the formula in the fourth record?
Answer: C19H8Cl5NO10S2Sn